1.
Below is a 2-piece molecular cluster, C5H5BrN2 overall in a non-equilibrium geometry, with properties calculated with ωB97M-V with the def2-TZVPD basis set.

electronic energy	-2876.9100	a.u.
maximum force	0.0672	hartree/bohr
lowest unoccupied orbital energy (spin up / spin down)	-1.49 / -1.57	eV
orbital gap (spin up / spin down)	7.607 / 7.506	eV
HOMO level (spin up / spin down)	-9.093 / -9.079	eV

Structure (XYZ):
```
13
C5H5BrN2 | the OMol25 dataset | ωB97M-V with the def2-TZVPD basis set
C -2.762 -1.519 1.021
C -2.451 -1.068 -1.393
C 0.338 0.061 -0.620
C -0.269 -0.810 0.411
C -2.668 -0.610 -0.064
N -2.801 -2.336 1.818
N -2.257 -1.362 -2.478
Br -3.142 1.195 0.082
H 0.064 1.084 -0.535
H -0.031 -0.390 -1.700
H 1.412 0.054 -0.539
H -0.270 -1.884 0.237
H -0.444 -0.432 1.370
```

Atomic partial charges in e from the natural (NBO) method, atoms 1 to 4: C 0.2225; C 0.2341; C -0.7198; C -0.0561

=====

2.
Below is C4H5NO2 as an isolated structure in a non-equilibrium geometry, with properties calculated with ωB97M-V with the def2-TZVPD basis set.

electronic energy	-360.4965	a.u.
maximum force	0.0521	hartree/bohr
lowest unoccupied orbital energy	0.90	eV
orbital gap	10.608	eV
HOMO level	-9.704	eV

Structure (XYZ):
```
12
C4H5NO2 | the OMol25 dataset | ωB97M-V with the def2-TZVPD basis set
O 0.163 -0.774 1.781
C 0.496 0.103 0.997
N -0.288 1.239 0.661
C -0.919 0.565 -0.502
C 0.065 -0.600 -0.761
O 1.198 -0.072 -1.430
C 1.419 -0.331 -0.074
H -0.955 1.378 1.412
H -0.965 1.221 -1.376
H -1.912 0.172 -0.269
H -0.154 -1.567 -0.212
H 2.027 -1.210 0.118
```

Atomic partial charges in e from the natural (NBO) method, atoms 1 to 4: O -0.6218; C 0.6319; N -0.6423; C -0.2452

=====

3.
Below is a 2-piece molecular cluster, CH2FNO2 overall in a non-equilibrium geometry, with properties calculated with ωB97M-V with the def2-TZVPD basis set.

electronic energy	-344.1135	a.u.
maximum force	0.0717	hartree/bohr
lowest unoccupied orbital energy (spin up / spin down)	-1.75 / -1.88	eV
orbital gap (spin up / spin down)	8.170 / 7.976	eV
HOMO level (spin up / spin down)	-9.921 / -9.860	eV

Structure (XYZ):
```
7
CH2FNO2 | the OMol25 dataset | ωB97M-V with the def2-TZVPD basis set
C -0.037 -0.506 0.005
N -1.397 -0.821 -0.057
O -1.893 -1.887 -0.008
O -2.720 1.180 0.055
F 0.788 -1.589 0.065
H 0.220 0.085 -0.893
H 0.122 0.120 0.898
```

Atomic partial charges in e from the natural (NBO) method, atoms 1 to 4: C 0.0978; N 0.1738; O -0.1956; O -0.1684

=====

4.
Below is a 8-piece molecular cluster, C65H77N9O2 overall, with properties calculated with ωB97M-V with the def2-TZVPD basis set.

electronic energy	-3166.2867	a.u.
maximum force	0.0134	hartree/bohr
lowest unoccupied orbital energy	0.10	eV
orbital gap	8.543	eV
HOMO level	-8.440	eV
structure (SMILES)	CCCCc1nc2c(CCCCCOC)ccc(Cc3ccc(C)cc3)c2nc1CCCOC.c1ccncc1.c1ccncc1.c1ccncc1.c1ccncc1.c1ccncc1.c1ccncc1.c1ccncc1

Structure (XYZ):
```
153
C65H77N9O2 | the OMol25 dataset | ωB97M-V with the def2-TZVPD basis set
C -3.150 -0.493 -1.492
C -1.846 0.330 -1.397
C -2.117 1.836 -1.477
C -0.897 2.731 -1.812
C 0.422 2.018 -1.887
N 0.895 1.765 -3.073
C 2.090 1.118 -3.169
C 2.620 0.846 -4.459
C 1.804 1.236 -5.664
C 2.549 1.428 -6.998
C 2.402 2.859 -7.534
C 3.292 3.870 -6.777
C 2.463 4.819 -5.927
O 3.281 5.445 -4.960
C 2.568 5.997 -3.873
C 3.828 0.220 -4.519
C 4.525 -0.167 -3.353
C 4.026 0.070 -2.108
C 4.718 -0.409 -0.858
C 4.151 -1.738 -0.402
C 4.461 -2.903 -1.084
C 3.930 -4.118 -0.690
C 3.065 -4.201 0.393
C 2.474 -5.525 0.805
C 2.760 -3.035 1.076
C 3.293 -1.820 0.681
C 2.788 0.745 -2.005
N 2.288 1.029 -0.771
C 1.142 1.643 -0.702
C 0.633 2.021 0.658
C 1.123 3.412 1.081
C 2.562 3.399 1.561
O 2.655 2.658 2.769
C 3.763 1.781 2.841
H -3.041 -1.321 -2.193
H -3.434 -0.927 -0.535
H -3.981 0.112 -1.862
H -1.178 0.013 -2.195
H -1.395 0.110 -0.429
H -2.904 2.019 -2.211
H -2.525 2.166 -0.519
H -1.037 3.169 -2.798
H -0.822 3.570 -1.118
H 1.274 2.160 -5.435
H 1.013 0.493 -5.795
H 2.167 0.737 -7.751
H 3.616 1.227 -6.909
H 2.683 2.855 -8.588
H 1.357 3.171 -7.466
H 3.999 3.357 -6.124
H 3.868 4.452 -7.498
H 1.661 4.257 -5.430
H 1.987 5.576 -6.564
H 2.621 5.329 -3.009
H 1.516 6.163 -4.119
H 3.006 6.962 -3.616
H 4.271 -0.014 -5.477
H 5.479 -0.670 -3.455
H 4.589 0.324 -0.065
H 5.782 -0.541 -1.064
H 5.132 -2.865 -1.934
H 4.198 -5.017 -1.231
H 3.145 -6.339 0.540
H 1.543 -5.690 0.258
H 2.261 -5.547 1.871
H 2.097 -3.087 1.932
H 3.029 -0.916 1.218
H 1.016 1.290 1.372
H -0.454 1.985 0.699
H 1.059 4.125 0.255
H 0.490 3.772 1.895
H 3.201 2.960 0.790
H 2.902 4.423 1.747
H 4.037 1.670 3.891
H 4.630 2.185 2.315
H 3.510 0.794 2.445
N 4.736 -5.407 3.836
C 5.009 -4.177 3.403
C 5.220 -3.098 4.249
C 5.141 -3.304 5.616
C 4.853 -4.578 6.082
C 4.664 -5.588 5.153
H 5.053 -4.054 2.327
H 5.434 -2.120 3.839
H 5.296 -2.486 6.308
H 4.775 -4.785 7.140
H 4.439 -6.598 5.476
N -0.255 -8.869 4.872
C 0.479 -7.832 4.475
C 1.866 -7.814 4.503
C 2.527 -8.939 4.968
C 1.777 -10.027 5.385
C 0.393 -9.946 5.317
H -0.074 -6.970 4.117
H 2.411 -6.944 4.160
H 3.609 -8.968 5.001
H 2.251 -10.925 5.756
H -0.229 -10.775 5.634
N -0.015 7.307 5.430
C 0.894 7.435 4.467
C 1.674 6.387 4.002
C 1.505 5.132 4.567
C 0.562 4.985 5.572
C -0.168 6.097 5.964
H 1.001 8.431 4.049
H 2.396 6.554 3.214
H 2.090 4.285 4.229
H 0.392 4.026 6.042
H -0.916 6.019 6.747
N -4.342 3.854 0.326
C -5.334 2.987 0.139
C -6.625 3.185 0.604
C -6.898 4.348 1.308
C -5.874 5.258 1.515
C -4.617 4.964 1.006
H -5.071 2.088 -0.411
H -7.395 2.447 0.423
H -7.892 4.539 1.691
H -6.041 6.176 2.061
H -3.791 5.652 1.146
N -7.695 0.988 -3.610
C -8.354 1.299 -4.723
C -8.669 2.600 -5.091
C -8.280 3.633 -4.255
C -7.594 3.327 -3.090
C -7.328 1.993 -2.818
H -8.642 0.463 -5.351
H -9.202 2.793 -6.012
H -8.501 4.662 -4.509
H -7.267 4.100 -2.408
H -6.789 1.711 -1.922
N -2.737 5.578 -6.361
C -1.825 4.672 -6.017
C -2.130 3.475 -5.384
C -3.456 3.206 -5.088
C -4.417 4.143 -5.433
C -4.006 5.306 -6.067
H -0.797 4.920 -6.258
H -1.343 2.777 -5.124
H -3.738 2.285 -4.592
H -5.463 3.974 -5.214
H -4.729 6.063 -6.354
N -2.105 -11.337 7.050
C -3.152 -12.158 7.086
C -4.412 -11.782 7.525
C -4.594 -10.478 7.956
C -3.514 -9.612 7.928
C -2.296 -10.086 7.465
H -2.970 -13.171 6.743
H -5.225 -12.494 7.528
H -5.562 -10.143 8.308
H -3.610 -8.585 8.254
H -1.432 -9.433 7.418
```

Atomic partial charges in e from the Mulliken method, atoms 1 to 4: C -1.2520; C 0.2752; C -0.1490; C -0.6601

=====

Which value of maximum force does entry 4 give? 0.0134 hartree/bohr